[1]
The following is a DFT calculation (the ωB97M-V functional and the def2-TZVPD basis) of a molecular structure, C40H26F9MoN3O2PS.

Cartesian coordinates (Å):
1 Mo 0.64039 0.27499 1.24658
2 S 2.23969 1.28227 2.60700
3 P 0.01893 -0.87516 -0.98108
4 F -4.48037 3.37203 0.94938
5 F 4.32996 0.88669 -5.62735
6 F 2.96287 -0.17093 -6.92978
7 F -5.53653 1.61977 1.65721
8 F -0.21316 -7.43657 -1.71569
9 F -1.75384 -7.21780 -0.21297
10 F -5.83684 2.32175 -0.36977
11 F 2.60317 1.90557 -6.43795
12 F 0.31806 -7.41287 0.38343
13 O 0.19855 1.92075 0.51037
14 O 0.25776 -1.13724 2.31401
15 N 2.64943 -0.09097 0.54936
16 N -0.65513 1.26153 2.62675
17 N -0.97484 2.57499 2.32320
18 C -1.18245 0.81283 3.73029
19 C -0.19270 -2.80238 3.93660
20 C 0.81956 -3.36828 -0.05969
21 C -2.30272 -0.55058 0.36618
22 C -3.77806 1.31544 0.11915
23 C -0.79448 -3.13708 5.14909
24 C -0.50031 -6.89422 -0.53263
25 C 1.15875 -1.35380 -3.42621
26 C 1.84176 -0.98668 -4.57622
27 C -1.95227 1.06302 -1.42880
28 C 0.87475 -0.38803 -2.45867
29 C -3.42454 0.15944 0.78491
30 C -0.86331 6.69043 -0.63287
31 C -4.94176 2.16407 0.59724
32 C -0.12259 -2.64095 -0.78837
33 C 5.38255 0.16723 0.30143
34 C -0.41829 5.61209 -1.39184
35 C 3.36382 0.67155 1.40789
36 C -0.50214 2.90850 1.17990
37 C 3.04358 0.73947 -5.96740
38 C 2.24657 0.32789 -4.74191
39 C 1.28907 0.93925 -2.62948
40 C -1.55575 -0.08838 -0.73339
41 C -0.59392 4.20558 0.54877
42 C 0.70295 -4.74639 0.02653
43 C -3.06646 1.75086 -1.00664
44 C -1.05296 -0.52852 4.20363
45 C -1.18386 -3.28927 -1.43217
46 C 4.66696 -0.66663 -0.55876
47 C -1.04269 5.29170 1.31067
48 C -0.28294 4.36901 -0.80526
49 C 3.30376 -0.77273 -0.41769
50 C -1.51009 -2.19896 5.88464
51 C 1.97269 1.29371 -3.77495
52 C -1.17337 6.53079 0.71358
53 C -1.64118 -0.90146 5.42082
54 C -0.35375 -5.38415 -0.60826
55 C -0.34069 -1.50793 3.48922
56 C -1.29234 -4.66449 -1.33825
57 C 4.72621 0.85288 1.31338
58 H 1.42489 -5.32601 0.58554
59 H -2.18912 -0.16529 5.99563
60 H -4.01909 -0.19350 1.61689
61 H -3.40013 2.63142 -1.54177
62 H 2.05676 -1.72083 -5.34077
63 H -1.92118 -2.73027 -1.99574
64 H 2.29955 2.31433 -3.92555
65 H -0.69779 -4.14815 5.52230
66 H 6.45459 0.26876 0.18955
67 H -2.11064 -5.17940 -1.82518
68 H 5.25143 1.48779 2.01347
69 H -1.39514 1.40613 -2.29114
70 H 0.84761 -2.38261 -3.29636
71 H 5.16933 -1.22912 -1.33285
72 H 1.09463 1.68355 -1.86766
73 H -1.96204 -2.48315 6.82470
74 H 0.05207 3.52813 -1.39664
75 H 2.72208 -1.40503 -1.07051
76 H -1.78183 1.51867 4.29878
77 H 1.64314 -2.87516 0.44250
78 H -1.51648 7.37557 1.29431
79 H -2.05735 -1.49411 0.84117
80 H -1.28072 5.16134 2.35742
81 H -0.18040 5.74981 -2.43757
82 H 0.36898 -3.52937 3.36748
83 H -0.96864 7.66282 -1.09520

For the HOMO-LUMO gap, the calculation gives 0.1888 Eh. Its relative energy (zero: lowest compared OMol25 entry of this formula, charge and spin) is 1.19 kcal/mol. Its total charge is +3. For the total energy, the calculation gives -96880.7113 eV.

[2]
The following is a DFT calculation (the ωB97M-V functional and the def2-TZVPD basis) of C7H7N3OS in the gas phase.

Cartesian coordinates (Å):
1 S -0.21628 -1.85488 1.51131
2 O 2.47412 1.81019 1.17155
3 N 0.62559 1.83577 -0.03620
4 N 2.29141 0.54227 0.66116
5 N -1.80286 -0.66794 -0.08109
6 C -0.58647 -0.92594 0.11310
7 C 1.40837 2.53239 0.71535
8 C -2.55484 -0.99122 1.03882
9 C 1.21828 0.56808 -0.04964
10 C -1.86727 -1.77584 1.92262
11 C 0.46888 -0.06264 -2.25391
12 C 0.68744 -0.55294 -0.83843
13 H 0.05444 -0.82996 -2.87886
14 H 1.17864 3.55125 0.88122
15 H 1.46734 -1.31784 -0.60851
16 H -2.35648 -2.18686 2.81251
17 H -0.19735 0.71189 -2.30335
18 H 1.33870 0.14357 -2.88978
19 H -3.63167 -0.52935 1.11212

For the HOMO-LUMO gap (alpha / beta), the calculation gives 0.2199 / 0.2725 Eh. Its relative energy (zero: lowest compared OMol25 entry of this formula, charge and spin) is 0.00 kcal/mol. Its total charge is 0. Its multiplicity is 3. For the total energy, the calculation gives -24719.1753 eV.

[3]
The following is a DFT calculation (the ωB97M-V functional and the def2-TZVPD basis) of 2 unconnected molecules or ions with the total composition C6H10O.

Cartesian coordinates (Å):
1 O 1.21139 -0.01073 -0.80472
2 C 1.17478 0.04394 1.62190
3 C -0.91529 -0.80727 -0.84688
4 C 0.54800 0.60678 0.36047
5 C 0.35915 -0.98565 -1.22191
6 C -1.66194 -0.98447 0.41483
7 C -0.92902 0.32103 0.13297
8 H -1.57041 1.17269 -0.09346
9 H 2.25969 0.18240 1.61006
10 H -2.74852 -0.91796 0.41664
11 H 0.74232 1.67856 0.27669
12 H 0.96659 -1.02795 1.71336
13 H 0.06955 2.13420 -2.90185
14 H 0.16730 1.51309 -2.50671
15 H 0.82766 -1.77264 -1.80371
16 H 0.76239 0.55359 2.49887
17 H -1.26364 -1.69964 1.13344

For the HOMO-LUMO gap, the calculation gives 0.3372 Eh. The structure (SMILES) is C[C@H]1OC=C2C[C@H]21.[H][H]. Its relative energy (zero: lowest compared OMol25 entry of this formula, charge and spin) is 84.05 kcal/mol. Its total charge is 0. For the total energy, the calculation gives -8427.5957 eV.

[4]
The following is a DFT calculation (the ωB97M-V functional and the def2-TZVPD basis) of a molecular structure, C13H21ClILuN4O.

Cartesian coordinates (Å):
1 Lu -0.16010 -0.29930 0.96677
2 I -0.23112 1.34686 -3.39227
3 Cl 0.36758 -2.04374 3.00944
4 O -1.29682 -0.14827 -0.92023
5 N 0.09951 -3.15426 -0.83048
6 N 2.02188 -2.18238 -0.70942
7 N -0.99978 2.97190 0.77173
8 N 0.96319 2.72053 1.62462
9 C -0.70849 -0.64111 3.20494
10 C 3.07017 -1.19034 -0.52137
11 C -1.32766 -3.45170 -0.82217
12 C -0.03574 2.00257 0.98274
13 C 0.70722 -2.02331 -0.32091
14 C 2.21113 -3.37899 -1.36841
15 C 0.57208 4.02264 1.86086
16 C 1.00591 -3.97900 -1.45492
17 C 2.27017 2.19051 1.98084
18 C -0.65949 4.17616 1.33688
19 C -2.55536 -0.23848 -2.99906
20 C -2.23779 2.82047 0.02918
21 C -1.37729 0.17426 -2.14053
22 H -1.80736 -3.16525 0.13038
23 H -2.18330 -0.89348 -3.78043
24 H -2.05896 2.63313 -1.03938
25 H -1.32295 5.02446 1.32039
26 H 2.99843 3.02359 2.03455
27 H -2.85460 2.00473 0.42817
28 H 2.63033 1.47090 1.21672
29 H -1.48100 -4.53635 -0.96977
30 H 3.17042 -0.89023 0.54039
31 H -3.08883 0.58046 -3.48404
32 H 4.04196 -1.59846 -0.84894
33 H -1.72117 -0.97129 3.49605
34 H -3.28879 -0.77129 -2.38068
35 H 2.88091 -0.26916 -1.10978
36 H -0.30041 0.03512 3.97656
37 H -2.78932 3.76521 0.12618
38 H 1.18710 4.74679 2.37374
39 H 0.72963 -4.91149 -1.91354
40 H 3.16157 -3.71636 -1.72394
41 H 2.25804 1.67422 2.96037
42 H -1.86085 -2.93027 -1.64125

For the HOMO-LUMO gap (alpha / beta), the calculation gives 0.0645 / 0.0640 Eh. Its total charge is -2. For the total energy, the calculation gives -76064.8021 eV.